(1)
Below is 4 unconnected molecules or ions with the total composition C2H12O3S, with properties calculated with the ωB97M-V functional and the def2-TZVPD basis.

```
18
C2H12O3S (the ωB97M-V functional and the def2-TZVPD basis)
C -0.5373 0.6533 -0.3927
S -1.4705 -0.6162 -1.2771
C -2.2644 -1.4484 0.1203
H -1.0456 1.6213 -0.4229
H 0.4255 0.7905 -0.8792
H -0.4037 0.3982 0.6554
H -3.1562 -1.9487 -0.2386
H -1.6004 -2.1614 0.6039
H -2.5811 -0.6873 0.8280
O 0.5455 4.5539 0.6167
H 0.3707 3.6360 0.4032
H -0.2149 4.8976 1.0907
O 1.3141 -2.4399 -1.0610
H 1.2709 -3.1662 -1.6979
H 0.7826 -1.7467 -1.4799
O 2.8227 -0.7527 1.4354
H 3.6007 -0.5815 0.8918
H 2.1413 -1.0017 0.8040
```

## Properties
Total energy   -707.28326 hartree
Total charge   0
Energy relative to the best compared isomer or geometry (same formula, charge and spin)   0.579 eV
LUMO   0.55 eV
HOMO level   -9.038 eV
Structure (SMILES)   CSC.O.O.O



(2)
Below is C2H5IN2OS in the gas phase, with properties calculated with the ωB97M-V functional and the def2-TZVPD basis.

```
12
C2H5IN2OS (the ωB97M-V functional and the def2-TZVPD basis)
C 0.4290 -1.0396 -0.5535
C -0.7069 -1.2333 0.4021
N 0.4881 0.2229 -1.1781
N 0.6188 0.9224 1.4339
O -0.1097 2.6890 -0.3236
S 0.7656 1.5769 -0.0696
I -2.5580 -0.4115 -0.0306
H 1.3807 -1.1486 -0.0637
H 0.2663 -1.7537 -1.3379
H -0.7028 -1.9767 1.2332
H -0.1468 0.6435 -1.8246
H 0.2755 1.5088 2.3124
```

## Properties
Total energy   -959.65960 hartree
Total charge   0
Energy relative to the best compared isomer or geometry (same formula, charge and spin)   3.921 eV
LUMO (alpha / beta)   -1.51 / -0.19 eV
HOMO level (alpha / beta)   -8.062 / -8.921 eV



(3)
Below is a gas-phase ion, C5H11N (charge +1), with properties calculated with the ωB97M-V functional and the def2-TZVPD basis.

```
17
C5H11N (the ωB97M-V functional and the def2-TZVPD basis)
C -0.7391 -2.2663 -1.0757
N 0.4291 -1.7515 -0.3956
C 0.2936 -0.7803 0.6525
C 0.2629 0.6136 0.0188
C 0.4651 1.8300 0.8697
C -0.1782 2.9634 0.6811
H -1.5838 -1.6134 -0.8263
H -0.9943 -3.2289 -0.5962
H -0.5573 -2.4731 -2.1181
H 1.1558 -1.4561 -1.0611
H 1.2072 -0.8920 1.2502
H -0.5865 -0.9361 1.2603
H -0.6120 0.7047 -0.6408
H 0.9815 0.6672 -0.8124
H 1.3483 1.7750 1.5045
H -1.0293 3.0246 0.0188
H 0.1370 3.8193 1.2702
```

## Properties
Total energy   -251.50674 hartree
⟨S²⟩   0.754
Total charge   +1
2S+1   2
Energy relative to the best compared isomer or geometry (same formula, charge and spin)   2.186 eV
LUMO (alpha / beta)   -3.16 / -7.95 eV
HOMO level (alpha / beta)   -13.723 / -13.701 eV



(4)
Below is C5H11N in the gas phase, with properties calculated with the ωB97M-V functional and the def2-TZVPD basis.

```
17
C5H11N (the ωB97M-V functional and the def2-TZVPD basis)
C -0.6376 0.7671 -2.5329
C -0.7256 0.5011 -1.0748
C -0.1233 -0.5939 -0.5068
C -0.5858 -0.9768 0.9328
N 0.6040 -0.8894 1.8737
C 1.1897 0.4085 2.0052
H 0.2611 1.2106 -3.0187
H -1.4260 1.5867 -2.8603
H -0.9347 -0.0783 -3.3033
H -1.3399 1.2091 -0.5214
H 0.5918 -1.2754 -0.8318
H -0.7899 -2.0564 0.9588
H -1.5752 -0.6215 1.2728
H 1.3606 -1.4849 1.5316
H 2.2219 0.3121 1.5584
H 1.2012 0.7203 3.0909
H 0.7079 1.2610 1.4256
```

## Properties
Total energy   -251.77223 hartree
Total charge   0
Energy relative to the best compared isomer or geometry (same formula, charge and spin)   2.457 eV
LUMO   1.11 eV
HOMO level   -8.468 eV
Structure (SMILES)   C/C=C/CNC



(5)
Below is 2 unconnected molecules or ions with the total composition C4H12, with properties calculated with the ωB97M-V functional and the def2-TZVPD basis.

```
16
C4H12 (the ωB97M-V functional and the def2-TZVPD basis)
C -2.4784 -0.6445 -0.6251
C -2.4473 -0.7334 0.9237
H -3.2959 -1.2504 -1.0261
H -2.6872 0.3515 -0.9987
H -1.6483 -1.1693 -1.0960
H -1.6033 -1.3775 1.1773
H -2.4774 0.2225 1.4336
H -3.3056 -1.3423 1.2090
C 2.7456 1.1977 0.3538
C 2.1450 0.1851 -0.6528
H 3.8223 1.2434 0.1786
H 2.2853 2.1835 0.3223
H 2.5487 0.8035 1.3555
H 2.1765 0.6948 -1.6272
H 1.0925 0.1609 -0.5570
H 2.6745 -0.7540 -0.5622
```

## Properties
Total energy   -159.50998 hartree
⟨S²⟩   0.750
Total charge   -1
2S+1   2
Energy relative to the best compared isomer or geometry (same formula, charge and spin)   0.549 eV
LUMO (alpha / beta)   4.29 / 4.44 eV
HOMO level (alpha / beta)   1.547 / -7.640 eV



(6)
Below is a molecular structure, C13H26Cl2FeNO4P2, with properties calculated with the ωB97M-V functional and the def2-TZVPD basis.

```
49
C13H26Cl2FeNO4P2 (the ωB97M-V functional and the def2-TZVPD basis)
C 2.6888 1.6797 -2.3746
C 2.0732 1.1671 -1.1939
N 1.3431 0.0149 -1.3664
C 1.1293 -0.6267 -2.5387
C 1.8858 -0.2291 -3.6176
C 2.6460 0.9385 -3.5403
C 2.1932 1.6340 0.1177
P 1.1198 0.9855 1.4186
Fe -0.4973 -0.5177 0.7354
P -1.1815 -1.6807 -1.3316
C 0.2253 -1.8193 -2.4889
O 0.0283 4.5554 -0.4129
O -2.7599 2.7220 0.3699
H 3.1982 2.6467 -2.3327
H 1.8997 -0.8459 -4.5149
H 3.1987 1.2783 -4.4194
C 2.4444 -0.0137 2.1820
C 0.4980 2.1058 2.7481
H -0.1588 -2.0529 -3.4813
H 0.7674 -2.7042 -2.1413
H 0.7760 4.0193 -0.2497
H 2.7870 2.5548 0.3313
C -1.5049 -3.2637 -0.5186
C -2.6212 -1.2025 -2.3464
H -0.7035 0.7252 -0.0922
H -2.5356 2.5312 1.3032
H -2.0142 3.1476 -0.0163
H -0.1009 4.4457 -1.3723
H 0.8719 -0.3753 -0.5141
H -0.8619 0.2785 -0.7982
H 3.0544 0.6956 2.7542
H 2.0538 -0.8313 2.7973
H 3.0425 -0.4106 1.3502
H 1.3007 2.8111 3.0169
H -0.3971 2.6664 2.4200
H 0.2167 1.5018 3.6306
H -2.7260 -1.9080 -3.1849
H -3.5426 -1.2247 -1.7411
H -2.5049 -0.1848 -2.7563
H -1.9888 -3.9321 -1.2426
H -0.5420 -3.6758 -0.1841
H -2.1489 -3.1151 0.3656
Cl -2.7804 -0.9935 4.9818
C -2.1512 -2.3529 4.0312
Cl -3.3868 -3.1946 3.0484
C -1.0843 -1.7817 3.0742
O 0.1050 -2.0823 3.1913
O -1.6287 -1.0144 2.1805
H -1.7261 -3.0716 4.7231
```

## Properties
Total energy   -3733.26212 hartree
⟨S²⟩   8.828
Total charge   0
2S+1   6
Energy relative to the best compared isomer or geometry (same formula, charge and spin)   2.323 eV
LUMO (alpha / beta)   0.45 / -1.97 eV
HOMO level (alpha / beta)   -4.840 / -6.124 eV



(7)
Below is C22H23N3O3S in the gas phase, with properties calculated with the ωB97M-V functional and the def2-TZVPD basis.

```
52
C22H23N3O3S (the ωB97M-V functional and the def2-TZVPD basis)
C -4.2854 -3.7250 -0.1423
C -3.9004 -2.5973 -1.0637
C -3.1985 -1.6431 0.0878
C -3.8322 -0.3799 0.8137
C -3.0074 0.1402 1.6822
C -1.7405 0.0161 1.7374
C -1.0658 -0.9658 0.9522
N 0.3314 -1.1216 1.1018
C 1.1375 -1.9048 0.6519
O 0.9468 -2.9336 -0.1797
C 2.6235 -1.4770 0.8234
C 3.5676 -2.3885 0.5819
C 4.7494 -1.4772 -0.0748
C 4.1265 -0.4281 -0.8844
N 2.9954 -0.2115 -0.2470
S 2.1595 1.1958 0.2522
O 2.9694 2.1704 -0.5117
O 1.7598 1.2790 1.6967
C 0.6602 1.1325 -0.7626
C 0.5155 0.1746 -1.6734
C -0.6283 0.1319 -2.7907
C -1.6457 0.7159 -2.2158
C -1.6512 1.4563 -1.1694
C -2.7192 2.5988 -0.8025
C -2.6735 3.3037 0.3550
C -1.2950 3.4083 0.9235
N -0.2875 2.8361 0.4688
C -0.4669 1.7953 -0.5903
C -1.8687 -1.8893 0.3544
H -4.7474 -4.3632 -0.9151
H -4.7941 -3.4266 0.6173
H -3.3987 -4.3023 0.0734
H -3.2886 -2.6025 -1.8338
H -4.7962 -1.8474 -1.2966
H -4.9402 -0.3197 0.5831
H -3.5196 0.7628 2.1669
H -1.0884 0.6877 2.5491
H 0.7858 -0.2496 1.6574
H 2.9320 -1.2261 1.8144
H 3.1956 -3.1207 -0.4271
H 3.9354 -3.2425 1.2038
H 5.5153 -1.2844 0.8303
H 5.4322 -2.0943 -0.8965
H 4.0950 -0.8149 -1.9547
H 4.7666 0.3662 -0.8496
H 1.4331 -0.4570 -1.8399
H -0.6463 -0.7542 -3.5208
H -2.6256 0.7595 -2.6868
H -3.7368 2.2548 -1.2739
H -3.4295 3.8388 0.5533
H -1.1314 4.2022 1.6679
H -1.4108 -2.4531 -0.3439
```

## Properties
Total energy   -1639.79537 hartree
Total charge   0
Energy relative to the best compared isomer or geometry (same formula, charge and spin)   16.106 eV
LUMO   0.06 eV
HOMO level   -8.462 eV
Structure (SMILES)   CCc1cccc(NC(=O)[C@H]2CCCN2S(=O)(=O)c2cccc3cccnc23)c1